#a
Molecular formula: C3H7N3
Method: DFT, the ωB97M-V functional and the def2-TZVPD basis

CARTESIAN COORDINATES (ANGSTROEM)
C1 -1.312 -1.044 -0.628
N1 0.141 -0.806 -0.564
C2 0.529 0.573 -0.076
C3 1.095 0.244 1.245
N2 0.634 1.472 -0.967
N3 1.094 0.920 2.312
H1 0.605 -0.973 -1.458
H2 0.953 2.352 -0.558
H3 0.549 1.798 2.258
H4 0.722 -1.235 0.336
H5 -1.774 -0.335 -1.315
H6 -1.728 -0.901 0.368
H7 -1.507 -2.065 -0.952

Summary:
E_LUMO in eV: 0.31
HOMO-LUMO gap in eV: 7.371
Charge: 0

Population analysis type natural (NBO), resulting atomic charges in e:
1 C -0.42
2 N -0.62
3 C 0.30
4 C -0.13
5 N -0.67
6 N -0.63
7 H 0.42
8 H 0.36
9 H 0.30
10 H 0.43
11 H 0.22
12 H 0.22
13 H 0.22

#b
Molecular formula: C3H7N3
Method: DFT, the ωB97M-V functional and the def2-TZVPD basis

CARTESIAN COORDINATES (ANGSTROEM)
H1 1.254 1.700 -2.291
N1 0.824 0.718 -2.112
C1 0.494 0.796 -0.830
N2 -0.248 -0.183 -0.269
N3 -0.780 -1.120 -1.093
C2 -0.542 -0.341 1.102
C3 0.086 -0.039 2.251
H2 0.729 1.819 -0.290
H3 -0.663 -0.675 -2.130
H4 -0.056 -2.042 -1.026
H5 -1.498 -0.836 1.203
H6 -0.530 -0.381 3.139
H7 0.928 0.583 2.345

Summary:
E_LUMO in eV: 0.91
HOMO-LUMO gap in eV: 9.177
Structure (SMILES): [H]/N=C/N(N)C=C
Charge: 0

Population analysis type natural (NBO), resulting atomic charges in e:
1 H 0.35
2 N -0.76
3 C 0.25
4 N -0.30
5 N -0.64
6 C 0.00
7 C -0.47
8 H 0.19
9 H 0.41
10 H 0.34
11 H 0.21
12 H 0.22
13 H 0.20

#c
Molecular formula: C3H7N3
Method: DFT, the ωB97M-V functional and the def2-TZVPD basis

CARTESIAN COORDINATES (ANGSTROEM)
H1 2.505 -0.864 -0.056
N1 2.267 0.089 -0.086
C1 0.992 0.309 -0.043
C2 -0.018 -0.781 0.209
C3 -1.262 -0.351 -0.336
N2 -1.088 0.984 0.088
N3 0.352 1.395 0.001
H2 -0.007 -0.936 1.279
H3 0.389 -1.734 -0.236
H4 -2.066 -0.994 0.088
H5 -1.367 -0.430 -1.338
H6 -1.421 1.091 0.977
H7 0.722 2.223 -0.548

Summary:
E_LUMO in eV: 0.95
HOMO-LUMO gap in eV: 9.661
Structure (SMILES): [H]/N=C1\CCNN1
Charge: 0

Population analysis type natural (NBO), resulting atomic charges in e:
1 H 0.34
2 N -0.75
3 C 0.42
4 C -0.47
5 C -0.25
6 N -0.45
7 N -0.44
8 H 0.22
9 H 0.20
10 H 0.22
11 H 0.19
12 H 0.35
13 H 0.42

Result of the stability comparison: #a is the least stable of them.

#a
Molecular formula: C2H7N3O
Method: DFT, the ωB97M-V functional and the def2-TZVPD basis

CARTESIAN COORDINATES (ANGSTROEM)
H1 -2.605 1.305 1.417
N1 -1.986 0.857 0.777
C1 -1.161 0.337 1.594
N2 0.242 -0.029 1.509
H2 -1.484 -0.214 2.516
H3 0.655 -0.882 1.927
H4 0.851 0.311 0.754
N3 -0.177 -0.456 -1.565
C2 1.150 -0.719 -1.422
O1 1.952 0.060 -0.865
H5 -0.606 0.337 -1.031
H6 -0.441 -0.283 -2.575
H7 1.530 -1.365 -2.170

Summary:
E_LUMO in eV: 0.82
HOMO-LUMO gap in eV: 10.058
Structure (SMILES): [H]/N=C/N.NC=O
Charge: 0

Population analysis type natural (NBO), resulting atomic charges in e:
1 H 0.36
2 N -0.75
3 C 0.32
4 N -0.86
5 H 0.12
6 H 0.40
7 H 0.41
8 N -0.85
9 C 0.52
10 O -0.61
11 H 0.42
12 H 0.40
13 H 0.13

#b
Molecular formula: C2H7N3O
Method: DFT, the ωB97M-V functional and the def2-TZVPD basis

CARTESIAN COORDINATES (ANGSTROEM)
C1 1.523 -0.436 -0.174
N1 0.100 -0.144 -0.279
N2 0.023 1.162 0.251
C2 -0.995 -1.032 0.064
N3 -2.183 -0.772 0.130
O1 -2.544 0.580 -0.280
H1 2.026 0.236 -0.846
H2 1.575 -1.444 -0.588
H3 1.928 -0.267 0.941
H4 0.691 1.201 1.013
H5 0.138 1.991 -0.602
H6 -0.733 -2.058 0.356
H7 -1.548 0.982 0.012

Summary:
E_LUMO in eV: 0.48
HOMO-LUMO gap in eV: 9.471
Structure (SMILES): CN(N)/C=N\O
Charge: 0

Population analysis type natural (NBO), resulting atomic charges in e:
1 C -0.40
2 N -0.32
3 N -0.69
4 C 0.16
5 N -0.14
6 O -0.60
7 H 0.21
8 H 0.21
9 H 0.16
10 H 0.37
11 H 0.39
12 H 0.19
13 H 0.47

Result of the stability comparison: #b is the least stable of them.

#a
Molecular formula: C2H7N3O
Method: DFT, the ωB97M-V functional and the def2-TZVPD basis

CARTESIAN COORDINATES (ANGSTROEM)
C1 0.629 -1.818 0.955
C2 1.440 -0.621 0.651
N1 -0.271 0.836 -0.322
N2 -1.826 1.710 -1.492
N3 -1.365 0.654 -0.903
O1 0.388 1.914 -0.440
H1 1.425 -2.647 1.243
H2 0.210 -1.588 1.907
H3 -0.089 -2.030 0.140
H4 1.646 0.062 1.390
H5 2.176 -0.834 -0.139
H6 -1.516 2.625 -1.332
H7 -2.845 1.736 -1.658

Summary:
E_LUMO (alpha / beta) in eV: -1.29 / -1.31
HOMO-LUMO gap (alpha / beta) in eV: 6.372 / 6.349
Charge: 0

Population analysis type natural (NBO), resulting atomic charges in e:
1 C -0.70
2 C 0.01
3 N 0.16
4 N -0.63
5 N -0.11
6 O -0.58
7 H 0.23
8 H 0.22
9 H 0.27
10 H 0.19
11 H 0.19
12 H 0.38
13 H 0.37

#b
Molecular formula: C2H7N3O
Method: DFT, the ωB97M-V functional and the def2-TZVPD basis

CARTESIAN COORDINATES (ANGSTROEM)
C1 -1.263 0.603 1.162
C2 -0.200 -0.319 1.633
N1 1.440 0.504 -1.682
N2 -0.030 -1.268 -0.923
N3 0.872 -0.982 -1.605
O1 0.088 0.908 0.887
H1 -2.092 0.256 0.365
H2 -1.738 1.172 1.876
H3 0.294 -0.368 2.521
H4 2.312 0.783 -2.217
H5 0.917 1.138 -1.161
H6 0.047 -1.269 0.970
H7 1.589 -1.579 -2.138

Summary:
E_LUMO in eV: 1.26
HOMO-LUMO gap in eV: 9.978
Charge: 0

Population analysis type natural (NBO), resulting atomic charges in e:
1 C -0.10
2 C -0.12
3 N -0.83
4 N -0.22
5 N -0.05
6 O -0.52
7 H 0.19
8 H 0.17
9 H 0.18
10 H 0.37
11 H 0.39
12 H 0.20
13 H 0.33

#c
Molecular formula: C2H7N3O
Method: DFT, the ωB97M-V functional and the def2-TZVPD basis

CARTESIAN COORDINATES (ANGSTROEM)
C1 1.009 1.322 -0.337
C2 0.748 -0.009 -0.268
N1 -0.612 -1.795 -0.624
N2 -1.472 1.068 0.392
O1 1.455 -0.887 0.533
N3 -0.384 -0.499 -0.818
H1 2.166 -0.419 0.983
H2 -0.233 -2.263 0.193
H3 -1.375 -2.171 -1.163
H4 -2.456 1.268 0.630
H5 -1.116 0.679 1.273
H6 0.428 1.943 -0.992
H7 1.839 1.762 0.199

Summary:
E_LUMO (alpha / beta) in eV: -0.45 / -0.45
HOMO-LUMO gap (alpha / beta) in eV: 7.207 / 7.208
Charge: 0

Population analysis type natural (NBO), resulting atomic charges in e:
1 C -0.37
2 C 0.35
3 N -0.56
4 N -0.91
5 O -0.72
6 N -0.09
7 H 0.49
8 H 0.38
9 H 0.39
10 H 0.31
11 H 0.30
12 H 0.25
13 H 0.19

#d
Molecular formula: C2H7N3O
Method: DFT, the ωB97M-V functional and the def2-TZVPD basis

CARTESIAN COORDINATES (ANGSTROEM)
C1 -1.285 1.209 -0.510
N1 -0.142 0.382 -0.688
N2 0.927 0.688 0.567
C2 0.532 -0.549 0.151
N3 1.459 -1.287 -0.566
O1 -0.556 -1.285 0.838
H1 -2.126 0.653 -0.078
H2 -1.043 2.029 0.188
H3 -1.591 1.636 -1.467
H4 0.463 1.095 1.374
H5 1.234 -2.238 -0.821
H6 2.369 -0.875 -0.727
H7 -0.242 -1.460 1.739

Summary:
E_LUMO in eV: 0.79
HOMO-LUMO gap in eV: 9.631
Structure (SMILES): CN1N[C@@]1(N)O
Charge: 0

Population analysis type natural (NBO), resulting atomic charges in e:
1 C -0.44
2 N -0.28
3 N -0.52
4 C 0.60
5 N -0.86
6 O -0.73
7 H 0.20
8 H 0.20
9 H 0.21
10 H 0.36
11 H 0.40
12 H 0.41
13 H 0.47

Result of the stability comparison: #a is the least stable of them.

#a
Molecular formula: C2H7N3O
Method: DFT, the ωB97M-V functional and the def2-TZVPD basis

CARTESIAN COORDINATES (ANGSTROEM)
C1 1.900 -0.400 -0.305
N1 0.761 -0.220 0.621
N2 0.089 0.946 0.277
C2 -1.129 0.993 -0.075
N3 -2.120 0.022 0.062
O1 -1.697 -1.304 0.115
H1 2.516 0.596 -0.286
H2 1.381 -0.459 -1.336
H3 2.377 -1.389 -0.154
H4 1.130 0.136 1.496
H5 -1.483 1.962 -0.274
H6 -3.020 0.163 -0.504
H7 -0.704 -1.048 0.363

Summary:
E_LUMO in eV: 0.96
HOMO-LUMO gap in eV: 9.478
Structure (SMILES): CN/N=C\NO
Charge: 0

Population analysis type natural (NBO), resulting atomic charges in e:
1 C -0.43
2 N -0.51
3 N -0.41
4 C 0.23
5 N -0.33
6 O -0.58
7 H 0.20
8 H 0.20
9 H 0.22
10 H 0.37
11 H 0.19
12 H 0.38
13 H 0.48

#b
Molecular formula: C2H7N3O
Method: DFT, the ωB97M-V functional and the def2-TZVPD basis

CARTESIAN COORDINATES (ANGSTROEM)
C1 0.848 0.954 0.596
C2 -1.674 -0.651 0.466
N1 0.959 0.024 -1.656
O1 1.747 0.068 1.116
N2 -0.176 -0.438 -1.323
N3 -0.576 0.047 -0.178
H1 2.076 -0.450 0.364
H2 1.163 -0.206 -2.631
H3 0.244 1.394 1.381
H4 1.258 1.731 -0.041
H5 -2.281 -1.178 -0.276
H6 -1.290 -1.373 1.194
H7 -2.298 0.077 0.989

Summary:
E_LUMO in eV: 0.98
HOMO-LUMO gap in eV: 9.702
Charge: 0

Population analysis type natural (NBO), resulting atomic charges in e:
1 C 0.13
2 C -0.43
3 N -0.58
4 O -0.70
5 N 0.02
6 N -0.27
7 H 0.50
8 H 0.33
9 H 0.17
10 H 0.20
11 H 0.23
12 H 0.19
13 H 0.20

Result of the stability comparison: #a is the least stable of them.